# 1
137
Properties=species:S:1:pos:R:3:forces:R:3:mulliken_charge:R:1 method="wB97M-V/def2-TZVPD" e_lumo_ha=0.144 homo_lumo_gap_ev=4.675 total_charge=-2
Sn -0.3642 0.1442 0.4104 0.1 -0.3 -0.2 0.620
C -2.8055 1.0956 -1.0143 -0.2 0.2 0.2 -1.396
C -1.9316 1.5820 -2.0323 0.0 -0.1 0.0 1.214
C -1.3857 2.8093 -1.5419 0.1 0.1 0.1 0.102
C -1.9633 3.0420 -0.2789 -0.2 0.0 0.1 -0.132
C -2.8669 2.0231 0.0485 -0.1 0.1 -0.3 -0.152
C -3.9509 2.1689 1.1016 0.0 0.0 0.1 2.344
C -4.7738 3.4279 0.7753 0.0 0.0 0.0 -1.867
C -3.3641 2.3369 2.5088 0.0 0.0 -0.1 -1.339
C -4.9077 0.9748 1.0902 0.1 0.0 0.1 -1.695
C -0.4226 3.8397 -2.1352 0.0 0.1 -0.1 2.977
C 0.0674 4.8149 -1.0482 0.0 0.0 0.0 -3.005
C -1.1313 4.6921 -3.2040 0.0 -0.1 0.0 -2.152
C 0.8613 3.2208 -2.6983 -0.1 0.0 0.1 -1.663
C -2.1530 1.0050 -3.4393 -0.1 0.0 -0.1 2.323
C -2.3557 -0.5218 -3.3594 0.1 0.1 0.0 -1.736
C -1.0772 1.2435 -4.5052 0.0 0.0 0.1 -1.954
C -3.4526 1.6402 -3.9819 0.0 0.0 -0.1 -1.876
H -3.4859 0.2646 -1.1355 0.0 0.0 0.0 0.276
H -1.7983 3.9140 0.3374 0.1 0.0 0.0 0.575
H -4.1576 4.3252 0.8467 0.0 0.0 0.0 0.295
H -5.6165 3.5297 1.4701 0.0 0.0 0.0 0.400
H -5.1647 3.3749 -0.2433 0.0 0.0 0.0 0.369
H -2.7284 3.2239 2.5500 0.0 0.0 0.0 0.175
H -2.7622 1.4690 2.7694 0.0 0.0 0.1 -0.059
H -4.1612 2.4423 3.2543 0.0 0.0 0.0 0.480
H -5.4109 0.8949 0.1236 0.0 0.0 0.0 0.254
H -5.6693 1.0888 1.8684 0.0 0.0 0.0 0.472
H -4.3617 0.0520 1.2736 -0.1 0.1 0.0 0.093
H -0.7372 5.4503 -0.6717 0.0 0.0 0.0 0.353
H 0.8361 5.4681 -1.4719 0.0 0.0 0.0 0.551
H 0.5160 4.2652 -0.2182 0.0 0.0 0.0 0.456
H -2.0145 5.1683 -2.7714 0.0 0.0 0.0 0.278
H -1.4572 4.0942 -4.0552 0.0 0.0 0.0 0.318
H -0.4610 5.4751 -3.5759 0.0 0.0 0.0 0.520
H 1.3720 2.7053 -1.8905 0.1 0.0 0.0 -0.091
H 1.5247 4.0064 -3.0759 0.0 0.0 0.0 0.720
H 0.6821 2.5114 -3.4986 0.1 0.0 0.0 -0.058
H -1.5832 -0.9779 -2.7356 0.0 -0.1 0.0 0.036
H -2.3136 -0.9652 -4.3590 0.0 0.0 0.0 0.496
H -3.3287 -0.7676 -2.9325 0.0 -0.1 0.0 0.385
H -0.1403 0.7510 -4.2462 0.0 0.1 -0.1 0.137
H -0.8928 2.3026 -4.6653 0.0 0.0 0.0 0.272
H -1.4236 0.8244 -5.4553 0.0 0.0 0.0 0.610
H -4.2818 1.4594 -3.2965 0.0 0.0 0.0 0.244
H -3.7139 1.2292 -4.9653 0.0 0.0 0.0 0.457
H -3.3313 2.7210 -4.0807 0.0 0.0 0.0 0.283
N 2.1259 -0.8853 0.9789 0.1 0.1 -0.1 0.594
C 2.7492 -1.1759 2.2694 0.0 -0.2 0.1 -1.163
C 1.7002 -1.7279 3.2377 -0.1 0.2 0.0 0.434
C 1.0368 -0.5961 4.0144 0.1 -0.2 0.1 -1.120
N 0.5524 0.4332 3.1006 0.0 0.2 0.1 0.279
H 2.0027 -1.7497 0.4580 0.0 0.1 0.0 -0.530
H 2.7163 -0.2627 0.4412 0.0 0.1 0.0 -0.470
H 3.1637 -0.2437 2.6667 0.1 0.0 -0.1 0.203
H 3.5778 -1.8880 2.1661 0.0 0.1 0.0 0.651
H 2.1374 -2.4378 3.9446 0.0 0.0 0.0 0.406
H 0.9411 -2.2480 2.6462 0.0 -0.1 0.1 -0.413
H 1.7627 -0.1991 4.7440 -0.1 0.0 0.0 0.367
H 0.1862 -0.9906 4.5765 0.0 0.1 0.0 0.485
H 1.3245 0.9665 2.6998 0.0 0.0 -0.1 -0.794
H -0.0409 1.0940 3.5866 0.0 0.1 0.0 0.184
C 0.4097 3.8333 2.6535 0.2 -0.2 0.1 -0.917
Si 2.2832 3.7150 2.3297 -0.1 0.4 0.3 0.763
C 3.1152 3.3782 4.0332 0.0 -0.1 -0.2 -1.548
C 2.7828 5.5156 1.8795 0.1 -0.3 -0.3 -1.516
N 2.5956 2.5360 1.1603 0.0 -0.2 0.0 0.726
C 3.6653 2.5586 0.3442 -0.3 0.0 0.1 -0.309
C 4.8651 3.2740 0.6313 0.1 -0.1 0.0 -0.706
C 5.8643 3.5010 -0.2926 0.0 0.1 -0.1 -0.694
C 5.7398 3.0099 -1.5845 0.1 0.0 0.0 -1.071
C 4.6465 2.2038 -1.8762 -0.2 0.0 0.0 -0.422
C 3.6854 1.9033 -0.9271 0.3 -0.1 -0.2 0.701
O 2.6280 1.0347 -1.2404 0.2 0.2 0.4 0.580
C 2.7724 0.0317 -2.1515 0.0 -0.1 -0.4 -0.291
C 1.5964 -0.3927 -2.7650 0.0 0.1 0.2 0.338
C 1.6260 -1.3881 -3.7239 0.0 -0.1 -0.1 -0.206
C 2.8291 -1.9656 -4.1036 0.0 0.0 0.0 -0.903
C 3.9948 -1.5781 -3.4590 -0.1 0.0 0.0 -0.996
C 3.9718 -0.6040 -2.4733 0.1 0.0 0.2 -0.104
H 0.0540 4.8611 2.5511 0.0 0.0 -0.1 0.453
H 0.1395 3.5053 3.6612 0.0 -0.1 0.0 0.506
H -0.1341 3.2138 1.9354 0.0 0.0 0.0 -0.241
H 3.3742 4.2980 4.5646 -0.1 0.0 0.0 0.418
H 4.0353 2.8016 3.9002 0.0 0.0 0.0 0.341
H 2.4628 2.7925 4.6878 0.0 0.0 0.0 0.285
H 3.1197 6.0904 2.7459 0.0 0.0 0.1 0.371
H 1.9379 6.0412 1.4279 0.0 0.0 0.0 0.319
H 3.5885 5.5177 1.1426 0.0 0.1 0.0 0.455
H 4.9638 3.6801 1.6315 0.0 0.0 0.0 0.376
H 6.7356 4.0852 -0.0135 0.0 0.0 0.0 0.372
H 6.4810 3.2257 -2.3438 0.0 0.0 0.0 0.368
H 4.5372 1.8035 -2.8753 0.0 0.0 0.0 0.534
H 0.6654 0.0720 -2.4602 0.0 0.0 0.0 0.011
H 0.7012 -1.7133 -4.1846 0.0 0.0 0.0 0.416
H 2.8584 -2.7260 -4.8735 0.0 0.0 0.0 0.362
H 4.9378 -2.0453 -3.7175 0.0 0.0 0.0 0.332
H 4.8787 -0.3425 -1.9475 0.0 0.1 0.0 0.574
C -4.5005 -2.7993 -0.1632 0.0 -0.1 -0.1 -1.347
N -3.4789 -2.0184 0.4956 0.9 -0.4 -0.9 0.935
C -3.2836 -1.9983 1.8091 0.0 0.2 1.0 -0.038
S -2.0153 -1.1133 2.5108 -0.1 -0.3 -0.1 -0.297
N -4.1933 -2.6350 2.5884 0.1 -0.1 -0.3 -0.085
C -4.0924 -2.7507 4.0279 -0.1 0.2 0.0 -1.038
H -4.5348 -2.4811 -1.2039 0.0 0.0 0.0 0.234
H -5.4838 -2.6155 0.2801 0.1 0.1 -0.1 0.530
H -4.2857 -3.8729 -0.1409 0.0 0.0 0.1 0.308
H -2.6021 -1.8911 -0.0501 -0.5 0.1 0.3 -0.778
H -4.8649 -3.2214 2.1232 0.1 0.0 0.0 0.251
H -3.0526 -2.6398 4.3242 0.0 -0.1 0.0 0.336
H -4.4545 -3.7303 4.3407 0.0 0.0 -0.1 0.394
H -4.6729 -1.9711 4.5289 0.0 0.0 0.0 0.276
C -0.3938 -2.0131 -0.3018 -0.1 0.2 0.0 -0.758
C -0.0088 -3.1820 -0.1793 -0.1 0.1 0.1 1.209
C 0.4241 -4.5206 -0.0070 0.1 0.2 -0.1 -0.413
C 1.8229 -4.8233 -0.2030 0.1 0.0 0.1 0.551
C 2.6963 -3.9402 -0.8827 -0.1 0.0 0.0 0.727
C 4.0543 -4.1825 -0.9714 0.0 -0.1 0.0 -0.297
C 4.6245 -5.3249 -0.4195 0.1 0.0 0.0 -0.819
C 3.7923 -6.2094 0.2559 0.0 0.0 0.0 -0.654
C 2.4400 -5.9583 0.3797 -0.1 0.0 0.0 -0.930
C -0.5371 -5.4802 0.4732 -0.2 -0.1 0.0 -0.353
C -1.6598 -5.0615 1.2284 0.0 0.1 0.0 -0.003
C -2.6446 -5.9381 1.6375 -0.1 -0.1 0.0 -0.128
C -2.5686 -7.2969 1.3415 0.0 0.0 0.0 -0.694
C -1.4637 -7.7420 0.6210 -0.1 -0.1 0.0 -0.632
C -0.4820 -6.8684 0.1941 0.0 0.1 0.0 -0.503
H 2.2864 -3.0506 -1.3472 -0.1 0.0 0.0 -0.028
H 4.6848 -3.4673 -1.4816 0.0 0.1 -0.1 0.246
H 5.6878 -5.5167 -0.5038 0.0 0.0 0.0 0.374
H 4.2146 -7.0957 0.7201 0.0 0.0 0.0 0.357
H 1.8407 -6.6270 0.9823 0.0 0.0 0.0 0.517
H -1.7085 -4.0205 1.5178 0.0 0.1 -0.1 0.325
H -3.4910 -5.5683 2.2113 0.0 0.1 0.0 0.261
H -3.3480 -7.9803 1.6570 0.0 0.0 0.0 0.381
H -1.3794 -8.7958 0.3728 0.0 0.0 0.0 0.324
H 0.3296 -7.2540 -0.4088 0.0 0.0 0.0 0.560

---

# 2
139
Properties=species:S:1:pos:R:3:forces:R:3:mulliken_charge:R:1 method="wB97M-V/def2-TZVPD" e_lumo_ha=0.018 homo_lumo_gap_ev=8.996 relative_energy_kj_mol=116.3 smiles=COC[C@H](C)N.COC[C@H](C)N.COC[C@H](C)N.COC[C@H](C)N.COC[C@H](C)N.CCO.CCO.CCO.CCO.CO.CO.CO total_charge=0
C -5.2718 8.6221 -1.1468 0.1 0.1 -0.4 0.072
O -6.1662 7.6038 -1.5348 0.1 -0.1 -0.5 -0.394
C -6.0348 6.4436 -0.7659 -1.1 -1.1 0.7 -0.415
C -6.5204 5.1942 -1.5607 0.4 0.3 -0.1 0.448
C -7.9688 5.2497 -2.0610 0.9 0.8 -0.2 -1.249
N -6.3971 3.9744 -0.7797 0.4 -0.2 0.9 -0.749
H -5.4501 9.4822 -1.7921 -0.1 0.0 0.1 -0.049
H -4.2480 8.2867 -1.3122 0.2 0.0 0.1 0.636
H -5.3952 8.9220 -0.1061 -0.1 0.0 0.2 -0.351
H -5.0254 6.2849 -0.3866 0.4 0.0 -0.4 0.288
H -6.6185 6.5454 0.1491 -0.4 0.0 0.3 0.181
H -5.7896 5.1823 -2.3694 -0.3 -0.1 -0.8 0.232
H -8.0640 6.1090 -2.7249 -0.2 0.0 0.0 0.089
H -8.6533 5.3639 -1.2205 0.0 -0.1 0.0 0.289
H -8.1872 4.3442 -2.6271 -0.1 0.0 0.1 0.543
H -6.6668 3.1451 -1.2892 -0.4 0.2 -0.3 0.246
H -5.4396 3.7724 -0.5299 0.3 0.3 0.2 0.236
C 0.2998 15.8684 2.7136 0.2 -0.6 0.3 -1.125
O -0.7743 14.9722 2.5064 0.5 0.6 -0.2 -0.368
C -1.9066 15.3441 3.2425 -0.3 0.1 1.0 0.376
C -2.3239 16.8165 3.0626 -0.4 -1.0 -1.1 0.249
C -3.5015 17.1961 3.9184 0.0 0.2 0.4 -1.484
N -2.7141 17.0149 1.6758 0.1 1.0 -0.2 -0.560
H 0.3640 16.1394 3.7674 -0.1 0.2 0.2 0.389
H 0.1565 16.7613 2.1051 0.5 0.0 -0.1 0.327
H 1.2154 15.3120 2.5133 0.0 0.3 -0.5 0.265
H -2.6662 14.6214 2.9446 -0.5 0.4 -0.3 -0.718
H -1.7448 15.1098 4.2946 0.3 0.2 0.5 0.406
H -1.5217 17.5252 3.2686 0.2 -0.3 0.2 0.549
H -4.3854 16.6228 3.6388 -0.1 0.0 0.0 0.048
H -3.6838 18.2565 3.7438 -0.3 -0.1 0.1 0.377
H -3.3093 17.0354 4.9792 0.0 0.0 0.1 0.459
H -3.5348 16.4754 1.4403 0.2 0.0 -0.1 0.205
H -1.9655 16.8365 1.0217 0.0 -0.2 0.0 0.362
C 1.3416 7.3131 1.0196 -0.3 -0.7 0.5 -0.425
O -0.0434 7.1036 1.1290 -0.2 -0.9 -1.5 -0.354
C -0.6084 7.5258 2.3241 -0.6 0.7 -0.8 0.056
C -2.1201 7.1949 2.3586 0.8 0.9 -0.2 -0.258
C -2.9506 7.8836 1.2912 0.8 -1.3 -0.6 -0.388
N -2.6634 7.6768 3.5922 -0.9 -1.1 1.0 -0.463
H 1.7602 6.7712 1.8676 0.7 0.2 0.1 0.360
H 1.6201 8.3667 1.0398 -0.1 0.1 0.0 0.027
H 1.6947 6.8338 0.1065 -0.1 0.2 0.0 0.253
H -0.0645 7.1338 3.1835 -0.1 -0.2 0.3 0.431
H -0.4850 8.6084 2.2914 -0.2 0.4 0.7 -0.228
H -2.2721 6.1253 2.2134 0.1 -0.2 0.4 0.536
H -2.9668 8.9659 1.4197 -0.1 0.0 -0.1 -0.209
H -3.9224 7.3964 1.3705 -0.3 0.6 0.0 -0.198
H -2.5347 7.5658 0.3351 0.0 0.5 -0.4 0.570
H -2.4435 7.0411 4.3456 0.1 0.4 0.3 0.283
H -2.3511 8.6215 3.7656 0.3 0.0 0.2 0.202
C 2.9622 10.6651 0.6158 0.4 1.0 0.3 -0.985
O 1.6111 10.9125 0.3467 -0.4 -0.4 0.0 -0.407
C 0.8694 11.5331 1.3911 0.4 0.0 -0.5 -0.627
C -0.4996 11.7874 0.8616 -0.3 0.4 -1.7 0.847
C -0.5428 12.7915 -0.3233 0.8 -0.8 -0.6 -1.484
N -1.3684 12.2855 1.8771 -0.5 -0.5 1.0 1.587
H 3.4594 11.6252 0.7539 0.3 0.3 0.1 0.335
H 3.4701 10.2066 -0.2327 -0.5 -0.3 0.0 0.251
H 3.1264 10.1075 1.5379 -0.1 -0.4 0.0 0.382
H 0.7652 10.9142 2.2823 0.3 -0.3 0.1 0.349
H 1.3005 12.4890 1.6886 0.5 0.2 0.1 0.305
H -0.8708 10.8113 0.5494 -0.2 -0.1 -0.3 0.254
H -1.5231 12.9735 -0.7638 -0.4 -0.1 0.6 0.207
H 0.0110 12.4229 -1.1868 0.4 0.0 0.1 0.472
H -0.1173 13.7482 -0.0205 0.0 0.1 0.1 0.191
H -1.0407 13.1935 2.1740 0.3 0.1 0.2 0.130
H -2.2015 12.4957 1.3461 -0.6 0.1 0.6 -0.622
C -10.6388 7.6675 -3.7037 0.8 -0.5 0.4 -0.934
O -9.8144 8.2843 -2.7260 -0.8 0.7 0.5 -0.187
C -10.5525 8.9102 -1.6546 1.3 0.1 0.0 -1.014
C -9.4994 9.6537 -0.7868 -0.2 -0.1 -0.2 0.130
C -8.6904 10.6425 -1.5510 0.0 1.4 -0.7 -1.205
N -8.5037 8.7702 -0.2199 -0.5 -1.0 0.3 -0.300
H -10.9299 8.3592 -4.4942 -0.2 0.1 0.1 0.269
H -11.4878 7.1697 -3.2351 -0.3 0.2 -0.1 0.402
H -10.0171 6.8728 -4.1162 -0.1 0.0 -0.3 0.230
H -11.3054 9.6216 -1.9938 -0.1 0.0 -0.4 0.488
H -11.0442 8.1236 -1.0824 -0.2 -0.1 0.2 0.466
H -9.9444 10.2265 0.0268 -0.6 -0.3 0.1 0.408
H -9.3321 11.4493 -1.9051 0.0 0.1 -0.3 0.606
H -8.1490 10.2288 -2.4017 -0.1 -0.2 0.0 0.256
H -7.9734 11.1030 -0.8713 0.1 0.0 0.0 0.061
H -9.0051 7.9960 0.1917 0.0 -0.4 0.5 0.232
H -8.0572 8.3338 -1.0137 0.7 -0.1 -0.2 -0.177
C -6.1720 9.5924 4.0756 0.0 0.0 -0.1 -0.945
C -6.6549 8.9052 2.8234 0.9 -1.2 0.7 0.297
O -7.6074 9.7206 2.2286 0.0 0.8 0.2 -0.206
H -5.3302 9.0723 4.5328 -0.2 -0.2 0.1 0.369
H -7.0372 9.6686 4.7342 0.3 0.2 0.4 0.304
H -5.8011 10.5876 3.8304 -0.2 0.2 0.0 -0.058
H -7.0763 7.9310 3.0715 -0.4 -0.2 0.3 0.496
H -5.7980 8.5927 2.2265 0.1 0.7 -0.7 -0.415
H -7.7799 9.4830 1.3146 -0.2 -0.6 -1.0 0.237
C -4.0374 15.4750 -1.4167 1.0 -0.1 -0.1 -0.980
C -5.3196 15.4869 -0.6119 0.4 -0.4 -1.8 -0.164
O -5.0093 15.5397 0.7500 -0.3 -0.3 0.9 -0.567
H -3.3585 14.6360 -1.2644 -0.4 -0.4 0.7 0.006
H -3.4256 16.3310 -1.1320 -0.2 0.3 -0.3 0.367
H -4.1689 15.4158 -2.4971 -0.5 0.6 0.0 0.428
H -5.8864 14.5835 -0.8369 -0.2 -0.1 0.0 0.217
H -5.8948 16.3617 -0.9152 -0.2 0.0 0.1 0.407
H -5.8469 15.4482 1.2100 -0.1 0.1 0.4 0.180
C -9.9223 10.9609 3.9844 -0.2 0.3 0.6 -1.070
C -8.8864 12.0825 4.0735 -0.1 -0.6 0.3 -0.179
O -8.1862 12.2316 2.8841 0.0 1.4 -1.1 -0.532
H -10.5514 11.0716 3.1012 0.2 0.0 -0.2 0.250
H -10.6106 11.0350 4.8263 0.0 -0.1 0.2 0.429
H -9.4590 9.9743 3.9954 -0.1 0.1 -0.1 0.181
H -8.1045 11.8845 4.8067 -0.4 -0.2 0.8 0.175
H -9.3679 13.0199 4.3520 0.0 0.1 -0.2 0.458
H -7.8633 11.3597 2.6452 0.2 -0.6 -0.3 0.406
C -5.2078 13.5442 4.5022 -0.3 0.2 0.7 0.031
C -4.5976 13.8027 5.9088 0.5 0.5 -1.5 -0.346
O -5.1072 15.0013 6.4549 -0.6 0.3 0.4 -0.593
H -6.2833 13.4219 4.6300 -0.1 -0.6 -0.1 0.511
H -4.7684 12.7220 3.9374 -0.1 -0.2 0.3 -0.441
H -5.1620 14.4032 3.8327 0.5 0.4 0.2 -0.202
H -3.5274 13.9965 5.8369 0.3 -0.6 -0.2 0.189
H -4.7674 12.9756 6.5980 -0.1 0.0 -0.1 0.393
H -5.6212 15.4475 5.7780 0.0 0.1 0.0 0.316
C -4.8014 11.8898 0.9688 -0.7 0.3 -0.1 0.238
O -3.8787 12.9439 0.8720 0.6 -0.1 -0.4 -0.640
H -5.0055 11.6160 2.0040 0.3 -0.4 0.0 -0.355
H -5.7763 12.1510 0.5572 -0.2 0.2 -0.2 0.363
H -4.4188 11.0698 0.3611 0.1 -0.2 0.3 0.113
H -4.2216 13.8297 1.0110 -0.6 0.2 0.1 -0.221
C -6.0481 12.4416 -3.3408 -1.1 -0.5 -0.1 -0.201
O -5.2236 11.5118 -4.0149 0.5 0.2 0.0 -0.562
H -5.8853 13.4722 -3.6561 0.4 -0.2 -0.1 0.337
H -7.0733 12.1713 -3.5939 -0.3 0.5 0.0 0.309
H -5.9908 12.3470 -2.2564 0.4 0.2 0.2 -0.151
H -5.6932 10.6750 -3.9867 0.2 -0.1 -0.1 0.312
C -2.4108 10.8144 4.8645 0.5 -0.8 0.5 -0.676
O -1.4364 10.2600 4.0059 0.1 0.0 0.1 -0.715
H -2.0678 11.7367 5.3333 -0.1 0.2 0.0 0.307
H -3.3874 10.9433 4.3979 0.0 0.1 -0.1 -0.023
H -2.4655 10.0310 5.6204 -0.6 0.3 0.4 0.485
H -1.3477 10.8513 3.2549 0.0 0.8 -0.8 0.212

---

# 3
12
Properties=species:S:1:pos:R:3:forces:R:3:mulliken_charge:R:1 method="wB97M-V/def2-TZVPD" e_lumo_ha=0.011 homo_lumo_gap_ev=7.815 relative_energy_kj_mol=596.1 total_charge=0
N 1.8262 1.2492 -0.4090 -0.7 -0.2 0.4 -0.430
C 1.0608 -0.8863 -0.0093 0.1 -0.7 0.1 -0.591
C 0.0433 -1.7758 0.0566 0.1 -0.1 0.2 -0.337
N -1.1760 -1.0908 0.0812 0.2 0.5 -0.1 -0.015
C -0.8907 0.2211 0.0229 0.5 0.0 -0.2 0.276
O -1.9402 1.0654 0.1074 0.6 0.3 -0.1 -0.483
N 0.4630 0.3628 -0.0416 0.6 -0.1 -0.3 0.160
H 2.0460 2.2696 -0.4317 -2.0 0.0 0.2 0.234
H 2.2450 0.9563 0.4641 0.4 -0.4 -0.1 0.303
H 0.0903 -2.8544 0.0774 -0.2 0.2 0.1 0.354
H -2.1099 -1.4915 0.1005 0.3 0.5 0.0 0.190
H -1.6576 1.9746 -0.0183 0.1 0.2 0.0 0.338

---

# 4
15
Properties=species:S:1:pos:R:3:forces:R:3:mulliken_charge:R:1 method="wB97M-V/def2-TZVPD" e_lumo_ha="0.015 / 0.015" homo_lumo_gap_ev="8.397 / 8.399" relative_energy_kj_mol=461.7 total_charge=0
C -2.0569 0.0518 0.3120 0.0 0.0 0.0 -1.245
C -0.7651 -0.2435 -0.4112 -0.2 -0.1 -0.1 0.188
C 0.3210 0.7372 -0.5736 0.1 0.0 0.1 -0.252
C 0.5859 2.1051 -0.6615 0.2 0.9 -0.1 0.232
N 0.8020 3.2420 -0.7877 -0.2 -1.0 0.1 -0.464
N 0.4970 -0.2130 0.3446 0.1 0.0 0.0 0.040
C 1.2000 -0.8890 1.1859 -0.1 0.1 0.0 -0.406
H -1.9331 0.8867 1.0081 0.0 -0.1 -0.1 0.329
H -2.7998 0.3444 -0.4380 0.1 0.0 0.1 0.342
H -2.4467 -0.8196 0.8483 0.1 0.1 -0.1 0.322
H -0.8099 -1.0683 -1.1293 0.0 0.1 0.0 0.383
H 2.0615 -0.5992 -1.5406 0.1 -0.1 0.0 -0.076
H 2.3680 -1.1967 -1.2073 0.1 0.0 -0.1 0.050
H 0.8172 -1.8367 1.5428 0.0 0.2 0.0 0.253
H 2.1591 -0.5013 1.5076 -0.2 0.0 0.0 0.305

---

Calculated total energy
In order: -90221.45022 -65638.33587 -9704.40581 -8290.21141
Unit: eV